[1]
{"formula": "C29H32GeN2O4OsS3", "method": "the ωB97M-V functional and the def2-TZVPD basis", "total_charge": 3, "orbital_gap_ev": [7.769, 5.500], "s_squared": 8.80, "spin_multiplicity": 6, "mol_weight_g_mol": 831.63, "lumo_energy_ha": [-0.333, -0.436], "largest_force_ev_per_a": 0.2, "species": ["Os", "C", "C", "S", "C", "C", "S", "C", "C", "S", "H", "H", "H", "H", "H", "H", "H", "H", "H", "H", "H", "H", "C", "C", "N", "C", "C", "N", "C", "O", "O", "C", "O", "O", "H", "H", "H", "H", "H", "C", "Ge", "C", "C", "C", "C", "C", "C", "C", "C", "C", "C", "C", "C", "C", "C", "C", "C", "H", "H", "H", "H", "H", "H", "H", "H", "H", "H", "H", "H", "H", "H", "H"], "positions_angstrom": [[-0.39662, 0.40545, 0.63070], [2.41744, -2.51906, -0.10134], [0.97729, -2.94414, 0.18332], [-0.34425, -1.80611, -0.26848], [-0.01835, -1.58932, -2.06372], [-0.07058, -0.17606, -2.63828], [0.58800, 1.19260, -1.64306], [2.39005, 1.14260, -1.79571], [3.10600, -0.15295, -1.46428], [2.81415, -0.77874, 0.22239], [2.70556, -2.72862, -1.12954], [3.07010, -3.12341, 0.52730], [0.81820, -3.13436, 1.24134], [0.75018, -3.87151, -0.34646], [-0.76678, -2.19628, -2.57246], [0.95054, -2.04991, -2.23547], [-1.09814, 0.12469, -2.82731], [0.45194, -0.16093, -3.59649], [2.72431, 1.96373, -1.15861], [2.61913, 1.43304, -2.82285], [4.17770, 0.01812, -1.56971], [2.83927, -0.93623, -2.16937], [-0.01440, 3.68408, 2.82268], [-1.03029, 3.41708, 1.77496], [-1.20800, 2.30000, 1.05851], [-2.28505, 2.54322, 0.20606], [-2.75589, 3.79271, 0.42309], [-1.95395, 4.30886, 1.40310], [-3.84847, 4.67883, -0.11570], [-4.62741, 4.19581, -1.05468], [-3.93621, 5.77121, 0.36595], [-2.72424, 1.48132, -0.70008], [-3.59236, 1.60057, -1.51680], [-2.01924, 0.34749, -0.53784], [0.72337, 2.88802, 2.84997], [-0.48968, 3.76063, 3.80252], [0.49481, 4.62828, 2.62796], [-2.09678, 5.25175, 1.75694], [-4.40229, 3.27937, -1.31962], [-0.82561, 0.30925, 3.87153], [0.84120, -0.27024, 2.96857], [1.23854, -2.08721, 3.37909], [2.56226, -2.54629, 3.38510], [2.83636, -3.86793, 3.70161], [1.79454, -4.73588, 4.01708], [0.47814, -4.28559, 4.02541], [0.19663, -2.96676, 3.70282], [2.41481, 0.84922, 3.44960], [3.00069, 1.70470, 2.50495], [4.10356, 2.48631, 2.79984], [4.66610, 2.43827, 4.07726], [4.11385, 1.60744, 5.05376], [4.67869, 1.56376, 6.34966], [4.14242, 0.74169, 7.35089], [3.04615, -0.04247, 7.06545], [2.47176, -0.02026, 5.78468], [2.97937, 0.79971, 4.74907], [-0.61662, 0.17854, 4.93821], [-1.64773, -0.34520, 3.58804], [-1.09648, 1.34295, 3.68563], [3.38107, -1.87447, 3.14726], [3.85844, -4.22399, 3.70977], [2.01060, -5.76653, 4.26587], [-0.32511, -4.96232, 4.28502], [-0.83502, -2.63326, 3.70635], [2.58036, 1.75448, 1.50678], [4.53490, 3.13391, 2.04786], [5.53194, 3.04507, 4.31439], [5.54311, 2.18084, 6.56617], [4.59147, 0.72644, 8.33501], [2.62198, -0.68425, 7.82633], [1.62431, -0.66757, 5.59828]], "atomic_forces_ev_per_a": [[0.064, 0.031, -0.034], [-0.030, 0.007, -0.001], [0.031, 0.015, 0.018], [-0.023, 0.016, -0.023], [-0.001, 0.019, -0.002], [0.038, -0.007, -0.002], [-0.081, -0.004, -0.005], [-0.005, 0.000, 0.010], [0.015, 0.004, 0.001], [-0.011, -0.045, 0.004], [-0.004, -0.014, -0.001], [0.007, -0.003, 0.017], [0.004, -0.018, 0.003], [0.002, -0.006, 0.002], [0.001, -0.004, -0.014], [0.014, -0.006, -0.002], [-0.024, 0.005, -0.001], [-0.005, -0.002, -0.005], [0.004, 0.009, -0.010], [0.009, 0.005, -0.004], [0.002, -0.001, -0.007], [-0.009, -0.007, -0.018], [-0.024, 0.002, -0.008], [-0.035, -0.088, 0.039], [0.073, 0.027, -0.079], [0.045, -0.072, 0.148], [-0.001, 0.081, -0.049], [0.021, 0.087, 0.039], [-0.101, -0.056, 0.043], [0.052, -0.017, 0.008], [0.024, 0.030, -0.026], [0.121, -0.045, -0.102], [-0.115, -0.011, -0.009], [-0.003, -0.034, 0.047], [-0.005, -0.003, 0.002], [-0.002, 0.008, -0.003], [0.004, -0.007, -0.012], [0.000, 0.000, -0.007], [-0.005, 0.043, -0.015], [-0.007, 0.010, 0.005], [-0.078, 0.162, 0.121], [0.012, -0.053, -0.035], [-0.023, -0.068, -0.012], [0.002, 0.022, -0.007], [-0.003, 0.015, 0.001], [-0.014, 0.007, 0.003], [0.047, -0.053, -0.021], [0.019, 0.021, -0.057], [-0.008, -0.019, 0.064], [0.017, 0.006, 0.030], [0.018, 0.024, -0.046], [0.007, -0.003, 0.052], [-0.013, -0.016, 0.011], [0.062, 0.050, -0.017], [-0.064, -0.027, -0.066], [0.043, 0.024, 0.033], [-0.039, -0.030, 0.013], [0.002, -0.013, -0.006], [-0.014, 0.014, 0.013], [0.022, -0.023, -0.016], [-0.002, 0.005, -0.008], [-0.008, -0.003, 0.003], [0.000, -0.001, -0.002], [0.007, -0.001, 0.000], [0.001, 0.010, 0.001], [-0.008, 0.010, 0.007], [0.001, -0.003, 0.007], [-0.012, -0.001, -0.005], [-0.006, -0.005, 0.003], [0.000, 0.006, -0.007], [-0.002, 0.002, -0.008], [-0.007, -0.005, 0.004]]}

---

[2]
{"formula": "C5H18NO7", "method": "the ωB97M-V functional and the def2-TZVPD basis", "total_charge": -1, "orbital_gap_ev": 8.425, "mol_weight_g_mol": 204.20, "lumo_energy_ha": 0.123, "largest_force_ev_per_a": 1.5, "species": ["N", "C", "C", "C", "C", "C", "O", "O", "H", "H", "H", "H", "H", "H", "H", "H", "H", "H", "O", "H", "H", "O", "H", "H", "O", "H", "H", "O", "H", "H", "O"], "positions_angstrom": [[0.64602, -1.16815, 0.19674], [0.33259, -2.56884, 0.50061], [-0.29333, -3.08414, -0.79268], [-0.84337, -1.86641, -1.51936], [0.07296, -0.72385, -1.06376], [-0.70398, 0.58138, -0.78931], [-1.44990, 0.57800, 0.23084], [-0.52384, 1.52856, -1.57858], [1.61911, -0.91734, 0.23694], [1.27461, -3.07448, 0.70267], [-0.46338, -2.57563, 1.24741], [-1.07357, -3.85021, -0.69510], [0.39875, -3.64252, -1.40919], [-1.84956, -1.57023, -1.23816], [-0.80405, -2.03189, -2.59330], [0.83122, -0.48736, -1.81729], [-1.91695, 2.27119, 0.61851], [-3.15577, 2.88985, -0.02471], [-2.39285, 3.12780, 0.50523], [-2.93325, -0.88083, 1.01051], [-2.24676, -0.56547, 2.22676], [-3.14108, -0.82806, 1.95650], [1.50801, 3.24548, -1.16548], [0.44836, 2.66913, -0.30441], [1.32581, 3.10060, -0.23135], [2.41011, 0.95254, -0.12465], [3.64652, 1.27116, 0.61728], [3.29741, 0.59511, 0.02193], [1.66371, 1.71020, 2.15444], [2.06037, 2.86343, 1.12906], [2.25607, 2.45099, 1.99190]], "atomic_forces_ev_per_a": [[0.482, 0.035, 0.056], [-0.301, 0.855, -1.198], [-0.815, -1.076, -0.350], [0.484, 0.384, -0.095], [-0.235, 0.435, 0.111], [-0.400, -0.333, 0.102], [0.211, 0.005, -0.311], [0.225, 0.345, -0.080], [0.223, -0.396, 0.222], [-0.356, -0.379, 0.715], [0.528, -0.415, 0.600], [-0.141, 0.236, 0.631], [0.749, 0.341, -0.306], [-0.285, -0.448, 0.129], [-0.135, 0.218, -0.121], [0.094, -0.117, 0.046], [-0.409, 0.076, -0.395], [0.074, -0.137, -0.086], [0.162, 0.204, 0.473], [-0.350, 0.251, -0.023], [-0.311, 0.187, 0.244], [0.627, -0.353, -0.165], [0.188, 0.042, 0.005], [-0.065, 0.069, -0.036], [-0.562, 0.165, -1.003], [0.052, 0.003, -0.192], [-0.006, -0.153, 0.211], [-0.043, 0.105, -0.155], [-0.108, 0.203, -0.372], [-0.484, -0.375, 0.257], [0.906, 0.021, 1.088]]}

---

[3]
{"formula": "C33H40BrN6O7ReS2Sb", "method": "the ωB97M-V functional and the def2-TZVPD basis", "total_charge": 2, "orbital_gap_ev": [5.529, 4.407], "s_squared": 0.77, "spin_multiplicity": 2, "mol_weight_g_mol": 1084.72, "lumo_energy_ha": [-0.268, -0.310], "largest_force_ev_per_a": 1.0, "species": ["Re", "S", "C", "C", "C", "C", "N", "C", "C", "C", "S", "C", "N", "H", "H", "O", "N", "Br", "C", "C", "N", "C", "C", "C", "C", "O", "O", "H", "H", "H", "C", "C", "C", "Sb", "C", "C", "C", "C", "C", "C", "H", "H", "H", "H", "H", "H", "H", "H", "H", "H", "H", "H", "H", "H", "H", "H", "H", "H", "H", "H", "H", "N", "C", "C", "N", "H", "H", "H", "H", "H", "H", "H", "H", "H", "O", "C", "O", "C", "C", "C", "C", "O", "C", "O", "C", "C", "H", "H", "H", "H", "H"], "positions_angstrom": [[0.03306, -0.28397, -0.08652], [1.08407, -1.53405, 1.71996], [-0.38339, -1.68461, 2.63886], [-0.61956, -2.83260, 3.40487], [-1.78655, -2.95854, 4.12834], [-2.04477, -4.17763, 4.84174], [-2.25870, -5.16451, 5.38786], [-2.73924, -1.91325, 4.14046], [-2.50768, -0.77400, 3.40446], [-1.35230, -0.65700, 2.61617], [-1.21145, 0.71089, 1.56452], [-3.96722, -2.05740, 4.86905], [-4.95397, -2.17766, 5.44293], [0.10344, -3.63677, 3.40700], [-3.25381, 0.00884, 3.38333], [-0.30737, 1.44559, -2.39038], [-0.32792, 0.74771, -1.46818], [-4.30571, -6.75696, 2.37948], [-4.13699, -4.99090, 1.76480], [-5.12121, -4.05206, 2.06710], [-5.05916, -2.78649, 1.66389], [-3.99712, -2.40729, 0.96439], [-2.95946, -3.27032, 0.62857], [-3.03732, -4.60052, 1.02632], [-1.73278, -2.76880, -0.04173], [-0.86134, -3.53080, -0.45369], [-1.64662, -1.47423, -0.10519], [-5.98250, -4.33713, 2.65946], [-3.96048, -1.36972, 0.65419], [-2.24541, -5.29568, 0.78109], [2.07059, -4.53136, -0.02942], [1.64490, -4.28796, -1.47058], [2.72393, -4.70496, -2.46293], [0.93959, -2.27760, -1.80905], [2.71633, -1.16361, -2.45006], [3.86247, -1.36604, -1.45736], [3.16793, -1.41823, -3.88561], [-0.26134, -2.24525, -3.59369], [0.17770, -3.30446, -4.60036], [-1.75478, -2.34446, -3.30088], [2.33744, -5.58446, 0.08617], [1.27099, -4.30409, 0.67178], [2.94952, -3.94172, 0.24053], [0.73007, -4.84646, -1.67170], [3.66835, -4.19053, -2.28839], [2.43337, -4.55538, -3.50130], [2.91651, -5.77219, -2.33065], [2.36655, -0.12388, -2.40314], [4.34334, -2.33108, -1.61209], [3.54778, -1.36407, -0.40655], [4.63920, -0.60717, -1.58898], [3.48348, -2.45109, -4.03134], [4.02521, -0.78264, -4.12469], [2.38375, -1.19479, -4.60886], [-0.04595, -1.24733, -3.99025], [-0.02353, -4.31043, -4.22667], [1.23335, -3.23844, -4.85945], [-0.39479, -3.18219, -5.52225], [-2.00957, -3.30317, -2.84774], [-2.30498, -2.27061, -4.24131], [-2.10558, -1.54743, -2.64475], [2.31339, 4.06285, -0.23541], [2.85593, 3.11234, 0.78588], [1.91287, 1.96373, 1.09075], [1.88596, 0.90432, 0.03610], [2.63144, 5.00893, -0.03223], [1.16173, 4.14266, -0.27271], [2.64325, 3.84704, -1.17314], [3.00486, 3.68459, 1.69915], [3.83166, 2.75788, 0.45220], [0.89965, 2.33022, 1.23667], [2.22578, 1.48121, 2.01529], [2.67648, 0.27682, 0.18408], [2.04530, 1.32097, -0.87957], [-1.37596, 3.00486, -0.04056], [-1.10879, 4.19472, -0.14239], [0.01771, 4.78233, -0.03527], [-2.27369, 5.14006, -0.41308], [-2.02819, 6.38173, -1.08839], [-3.02314, 7.27900, -1.38444], [-4.29273, 6.90871, -0.95802], [-5.42746, 7.56553, -1.08903], [-6.46386, 6.77957, -0.48676], [-5.82756, 5.59587, 0.00565], [-4.53930, 5.67919, -0.27616], [-3.53277, 4.76814, -0.00139], [-1.00492, 6.59627, -1.36251], [-2.84782, 8.20978, -1.90330], [-7.19771, 6.51026, -1.24389], [-6.89764, 7.33204, 0.34455], [-3.71352, 3.82059, 0.48459]], "atomic_forces_ev_per_a": [[0.190, -0.042, 0.574], [-0.059, 0.019, -0.047], [0.052, 0.030, -0.010], [-0.005, 0.008, 0.013], [0.023, -0.006, -0.007], [-0.039, 0.012, 0.005], [0.021, -0.008, -0.003], [0.005, 0.013, -0.003], [-0.013, 0.018, 0.003], [-0.061, 0.043, 0.065], [-0.191, -0.340, -0.166], [0.012, -0.036, 0.015], [-0.007, 0.020, -0.005], [0.003, -0.002, 0.000], [-0.005, -0.003, 0.000], [0.014, 0.367, -0.191], [-0.121, -0.294, 0.020], [0.000, 0.000, -0.001], [0.003, -0.002, -0.001], [-0.005, 0.003, 0.000], [0.005, -0.004, -0.004], [-0.003, -0.009, -0.011], [0.010, 0.016, 0.023], [0.005, 0.002, 0.003], [0.006, -0.015, 0.055], [-0.044, -0.016, -0.057], [0.054, -0.042, 0.027], [0.000, 0.001, 0.001], [-0.005, -0.002, -0.001], [-0.002, 0.000, -0.001], [0.006, 0.007, -0.004], [0.013, 0.001, 0.001], [0.005, 0.005, 0.002], [-0.019, 0.097, -0.143], [-0.025, 0.002, 0.003], [0.002, -0.006, 0.010], [0.002, -0.017, 0.003], [-0.029, -0.001, 0.005], [-0.011, -0.024, 0.020], [0.000, 0.018, -0.004], [0.002, 0.001, 0.001], [-0.002, -0.001, 0.003], [0.000, -0.001, 0.000], [-0.003, 0.000, 0.011], [0.000, -0.001, -0.001], [-0.002, -0.004, -0.001], [-0.001, 0.000, 0.000], [0.015, -0.002, -0.012], [0.005, 0.004, -0.007], [0.001, -0.005, -0.006], [-0.005, 0.009, 0.009], [0.002, 0.002, 0.000], [-0.001, 0.003, -0.003], [-0.002, -0.002, -0.001], [0.031, -0.014, -0.018], [0.013, 0.000, 0.007], [-0.003, 0.010, -0.010], [-0.008, -0.008, 0.003], [0.000, -0.001, -0.007], [-0.002, 0.009, -0.001], [0.002, -0.010, 0.012], [0.624, -0.550, -0.484], [0.065, 0.067, 0.002], [0.011, 0.067, 0.013], [0.032, -0.159, -0.131], [-0.069, -0.008, -0.043], [-0.115, 0.580, 0.759], [0.144, -0.001, 0.007], [-0.005, -0.047, 0.031], [0.042, 0.008, 0.075], [0.015, 0.066, -0.076], [-0.051, -0.019, 0.011], [0.034, 0.060, 0.014], [-0.056, 0.005, -0.002], [0.411, 0.078, -0.049], [-0.566, 0.227, 0.023], [-0.289, -0.233, -0.368], [-0.033, 0.060, 0.031], [-0.016, 0.005, 0.058], [0.006, 0.007, -0.005], [-0.023, 0.005, 0.007], [0.018, -0.011, 0.004], [0.004, 0.006, 0.000], [0.023, 0.000, -0.005], [-0.039, 0.010, -0.014], [0.009, -0.031, -0.048], [-0.004, 0.006, 0.002], [0.002, 0.002, 0.003], [-0.002, -0.002, 0.000], [-0.002, 0.000, 0.003], [0.000, 0.001, 0.016]]}

---

[4]
{"formula": "C4H7N3O2S", "method": "the ωB97M-V functional and the def2-TZVPD basis", "total_charge": 0, "orbital_gap_ev": [7.218, 8.129], "mol_weight_g_mol": 161.19, "lumo_energy_ha": [-0.076, -0.046], "largest_force_ev_per_a": 3.1, "species": ["C", "C", "C", "C", "N", "N", "N", "O", "O", "S", "H", "H", "H", "H", "H", "H", "H"], "positions_angstrom": [[2.55179, 0.03185, 1.21490], [2.69727, -1.19847, 0.75203], [0.35863, -0.29800, 0.27499], [1.14945, 0.61599, 1.05329], [0.48151, -1.47052, -0.06146], [-1.85454, 0.40318, -2.58477], [-3.39732, 0.23656, -0.37941], [-1.67961, 2.11014, -0.80956], [1.72690, -2.02763, 0.22309], [-1.79717, 0.67155, -1.07353], [3.37009, 0.45755, 1.77359], [3.64855, -1.80327, 0.83380], [0.62386, 0.76128, 2.03688], [1.19789, 1.54068, 0.46890], [-1.17041, -0.24433, -2.97154], [-4.18175, 0.87451, -0.23081], [-3.72515, -0.66108, -0.52040]], "atomic_forces_ev_per_a": [[-0.953, -1.148, -0.390], [1.292, -1.473, 0.460], [-1.682, -0.711, -0.917], [0.316, 1.687, 1.047], [-0.437, 0.441, -0.495], [0.564, -1.146, 0.584], [2.214, 2.192, 0.253], [-0.013, -1.132, 0.854], [1.294, -0.540, 0.116], [-2.465, 1.541, -0.164], [-0.141, 0.514, -0.189], [-1.223, 0.860, -0.153], [0.543, 0.291, -0.848], [-0.142, 0.323, 0.586], [-0.093, 0.075, 0.155], [1.101, 0.424, -0.206], [-0.174, -2.197, -0.694]]}

---

ΔE to the lowest compared entry with this formula, charge and spin / kJ/mol: 0.0 44.2 0.0 697.6